A gas-phase ion, C5H12NO (charge -1). Source: the Open Molecules 2025 dataset; level of theory: ωB97M-V/def2-TZVPD.

Cartesian coordinates (Å):
C 0.5930 0.7362 -2.1493
C 1.1910 -0.2963 -1.2078
N 1.0158 -0.0371 0.2120
C -0.3571 0.1419 0.6812
C -0.4484 0.8315 2.0279
C -1.2577 -1.1162 0.6628
O -2.4190 -0.9604 1.2848
H 1.0110 1.7099 -1.8695
H -0.4831 0.7826 -2.0539
H 0.8997 0.4722 -3.1555
H 2.2482 -0.4301 -1.4307
H 0.7664 -1.2827 -1.4788
H 1.4670 -0.7775 0.7356
H -0.8485 0.8209 -0.0289
H -1.5044 1.0306 2.1725
H -0.2674 0.1019 2.8309
H 0.3035 1.6089 2.1470
H -1.3433 -1.3932 -0.4279
H -0.5667 -1.9431 1.0475

Cartesian forces (eV/Å) of the 3 atoms listed first:
C 0.71 0.20 0.82
C -0.60 -1.36 -0.11
N 0.47 0.62 0.01

Total charge: -1
F_max in Eh/bohr: 0.029
Energy above the lowest of the compared OMol25 structures with the same formula, charge and spin in kcal per mole: 15.1
Structure (SMILES): CCN[C@H](C)C[O-]
E_HOMO in eV: -2.25
DFT total energy in eV: -8916.4105
Kohn-Sham gap in eV: 6.16



6 unconnected molecules or ions with the total composition C33H32NO23P2. Source: the Open Molecules 2025 dataset; level of theory: ωB97M-V/def2-TZVPD.

Cartesian coordinates (Å):
C -0.3691 -1.4208 -3.0709
C -1.2980 -0.5778 -1.9667
C -1.6737 0.9259 -2.4981
N -3.1408 1.1667 -2.7708
P -3.8488 -0.0197 -3.8967
P -5.6773 -0.7790 -2.8838
O -5.5922 -2.3783 -2.7367
O -5.6590 -0.1354 -1.2283
O -7.1425 -0.2326 -3.6581
H -1.0184 -2.2940 -3.5467
H 0.5746 -1.9107 -2.5306
H 0.0421 -0.7125 -3.9238
H -2.2072 -1.2240 -1.6119
H -0.5878 -0.4367 -1.0185
H -1.0587 1.2338 -3.4453
H -1.3714 1.6819 -1.6254
H -3.3225 2.1131 -3.1910
H -3.0366 -1.1799 -4.1585
H -4.1795 0.6628 -5.1549
H -4.6870 -0.2853 -0.9552
H -7.9227 -0.6412 -3.1426
C -0.2190 0.6109 4.1516
C -0.0320 1.0465 2.9042
C 0.4661 0.1383 1.8342
O 0.6100 0.5624 0.6930
C 0.7744 -1.2531 2.1996
C 0.5906 -1.6875 3.4478
C 0.0665 -0.7867 4.5108
O -0.1093 -1.2198 5.6447
O 0.8808 -2.9932 3.7987
O -0.2956 2.3594 2.5597
H -0.5826 1.2596 4.9386
H 1.1525 -1.8977 1.4165
H 0.6626 -3.0614 4.7538
H -0.0831 2.4259 1.6033
C 5.3009 -0.0135 -1.4825
C 4.2135 -0.0568 -0.7102
C 4.2180 -0.7784 0.5924
O 3.2093 -0.7848 1.2892
C 5.4535 -1.4696 0.9931
C 6.5397 -1.4291 0.2190
C 6.5433 -0.6845 -1.0701
O 7.5626 -0.6500 -1.7512
O 7.7033 -2.0787 0.5881
O 3.0413 0.5693 -1.0925
H 5.3122 0.5092 -2.4307
H 5.4376 -2.0052 1.9336
H 8.3431 -1.8989 -0.1349
H 2.4035 0.3945 -0.3666
C 0.8390 5.7212 3.2572
C -0.2841 5.2420 3.7955
C -0.9338 5.9133 4.9553
O -1.9755 5.4603 5.4165
C -0.2839 7.1103 5.5115
C 0.8410 7.5873 4.9751
C 1.4753 6.9320 3.7985
O 2.4991 7.4045 3.3160
O 1.4586 8.7103 5.4945
O -0.8865 4.1029 3.2938
H 1.3206 5.2446 2.4126
H -0.7569 7.5780 6.3654
H 2.2515 8.8550 4.9334
H -1.6826 3.9618 3.8511
C -5.7991 -2.1230 1.5127
C -6.8865 -2.1663 2.2850
C -6.8820 -2.8879 3.5876
O -7.8907 -2.8943 4.2844
C -5.6465 -3.5791 3.9883
C -4.5603 -3.5386 3.2142
C -4.5567 -2.7940 1.9251
O -3.5374 -2.7595 1.2440
O -3.3967 -4.1882 3.5834
O -8.0587 -1.5403 1.9027
H -5.7878 -1.6003 0.5646
H -5.6624 -4.1147 4.9288
H -2.7569 -4.0084 2.8603
H -8.6965 -1.7150 2.6286
C 3.6327 -1.5566 -4.6749
C 2.9787 -2.4108 -5.4644
C 3.6109 -2.9689 -6.6918
O 2.9920 -3.7665 -7.3874
C 4.9741 -2.5280 -7.0263
C 5.6266 -1.6711 -6.2385
C 5.0046 -1.1347 -4.9969
O 5.6363 -0.3628 -4.2832
O 6.9069 -1.2504 -6.5484
O 1.6880 -2.8099 -5.1696
H 3.1860 -1.1449 -3.7786
H 5.4150 -2.9275 -7.9305
H 7.1615 -0.6357 -5.8260
H 1.4358 -3.4292 -5.8887

Cartesian forces (eV/Å) of the 3 atoms listed first:
C -0.18 -0.22 0.18
C 1.57 -0.04 0.05
C 1.79 0.63 1.07

Total charge: +1
F_max in Eh/bohr: 0.154
E_HOMO in eV: -11.23
DFT total energy in eV: -101886.8603
Kohn-Sham gap in eV: 6.57



A molecular structure, C24H29AlN4OSb. Source: the Open Molecules 2025 dataset; level of theory: ωB97M-V/def2-TZVPD.

Cartesian coordinates (Å):
Al -7.2500 -11.6652 -7.8439
C -6.7211 -13.5371 -10.8226
C -5.9416 -12.3499 -10.3755
C -4.7518 -12.0809 -11.0171
C -4.2316 -10.7658 -10.9844
C -4.9381 -9.7639 -10.3112
C -6.1218 -10.1032 -9.6570
N -6.4433 -11.4108 -9.4525
Sb -7.3654 -8.5590 -8.5943
C -9.1384 -9.9048 -8.7450
C -10.3220 -9.4134 -9.2542
C -11.5561 -10.1220 -9.2066
C -11.5379 -11.2895 -8.4521
C -10.3229 -11.7958 -7.9058
C -10.4076 -12.9339 -6.9726
N -9.1034 -11.1551 -8.0879
C -6.4760 -9.3165 -6.7792
C -5.4879 -8.5682 -6.1967
C -4.8664 -9.0742 -5.0500
C -5.2078 -10.2953 -4.5741
C -6.3045 -10.9818 -5.1223
C -7.0809 -11.9984 -4.3570
N -6.7498 -10.5534 -6.3518
H -7.3724 -13.1585 -11.7425
H -6.0645 -14.2782 -11.2476
H -7.3536 -14.0303 -10.0180
H -4.2283 -12.8722 -11.5372
H -3.2686 -10.5122 -11.3546
H -4.5547 -8.7222 -10.2793
H -10.2555 -8.5127 -9.8465
H -12.4757 -9.7369 -9.6341
H -12.4384 -11.9017 -8.3863
H -10.9961 -12.6753 -6.0791
H -10.9349 -13.7933 -7.4509
H -9.3999 -13.1858 -6.5535
H -5.1536 -7.7186 -6.7201
H -4.0279 -8.5151 -4.6445
H -4.7286 -10.7703 -3.6830
H -7.2387 -12.8913 -4.8841
H -6.5133 -12.2193 -3.4187
H -8.0099 -11.4567 -4.1268
O -6.6308 -13.2200 -7.2970
C -5.7655 -14.1894 -7.0321
C -4.3031 -13.9736 -7.0841
C -3.4302 -15.1130 -7.6901
C -4.0877 -16.3092 -8.3195
C -4.8390 -17.2448 -7.3557
C -5.5716 -16.5308 -6.2233
N -6.2953 -15.3217 -6.6137
H -4.0043 -13.7605 -6.0350
H -4.1585 -13.0347 -7.6315
H -2.7907 -15.5277 -6.9194
H -2.7695 -14.6808 -8.3794
H -3.3350 -16.9638 -8.8496
H -4.7734 -15.9750 -9.1198
H -4.1890 -17.9450 -6.8507
H -5.5392 -17.8710 -7.8724
H -4.8011 -16.2164 -5.5126
H -6.2917 -17.0955 -5.6774
H -7.2906 -15.3773 -6.6131

Cartesian forces (eV/Å) of the 3 atoms listed first:
Al -1.17 -0.86 1.64
C -1.91 0.16 -0.08
C 0.21 0.45 0.75

Total charge: +3
F_max in Eh/bohr: 0.063
Energy above the lowest of the compared OMol25 structures with the same formula, charge and spin in kcal per mole: 0.0
E_HOMO in eV: -18.15
DFT total energy in eV: -46478.4709
Kohn-Sham gap in eV: 8.81



A single C3H7NO3 molecule. Source: the Open Molecules 2025 dataset; level of theory: ωB97M-V/def2-TZVPD.

Cartesian coordinates (Å):
C 1.2370 0.8251 0.7983
C 1.0508 -0.2940 -0.2235
O 1.3173 0.1255 -1.5529
O -0.2134 -0.9564 -0.0900
C -1.3420 -0.2373 -0.2257
N -2.4113 -1.0398 -0.0094
O -1.4430 0.9531 -0.4644
H 0.6848 1.7281 0.5187
H 0.8956 0.5122 1.7899
H 2.2903 1.1173 0.8556
H 1.7996 -1.0610 -0.0042
H 1.7461 0.9955 -1.5116
H -3.3391 -0.6494 -0.0653
H -2.2727 -2.0189 0.1847

Cartesian forces (eV/Å) of the 3 atoms listed first:
C -0.20 0.48 -0.14
C 0.90 0.50 0.21
O -0.28 0.08 0.49

F_max in Eh/bohr: 0.028
Energy above the lowest of the compared OMol25 structures with the same formula, charge and spin in kcal per mole: 15.9
Structure (SMILES): C[C@H](O)OC(N)=O
E_HOMO in eV: -10.19
DFT total energy in eV: -10857.6772
Kohn-Sham gap in eV: 11.03



Which formula does entry 2 have?
C33H32NO23P2



Among the records above, which one has the lowest E_HOMO?
C24H29AlN4OSb



Among the records above, which one has the lowest Kohn-Sham gap?
C5H12NO



Copy entry 4 word for word.
A single C3H7NO3 molecule. Source: the Open Molecules 2025 dataset; level of theory: ωB97M-V/def2-TZVPD.

Cartesian coordinates (Å):
C 1.2370 0.8251 0.7983
C 1.0508 -0.2940 -0.2235
O 1.3173 0.1255 -1.5529
O -0.2134 -0.9564 -0.0900
C -1.3420 -0.2373 -0.2257
N -2.4113 -1.0398 -0.0094
O -1.4430 0.9531 -0.4644
H 0.6848 1.7281 0.5187
H 0.8956 0.5122 1.7899
H 2.2903 1.1173 0.8556
H 1.7996 -1.0610 -0.0042
H 1.7461 0.9955 -1.5116
H -3.3391 -0.6494 -0.0653
H -2.2727 -2.0189 0.1847

Cartesian forces (eV/Å) of the 3 atoms listed first:
C -0.20 0.48 -0.14
C 0.90 0.50 0.21
O -0.28 0.08 0.49

F_max in Eh/bohr: 0.028
Energy above the lowest of the compared OMol25 structures with the same formula, charge and spin in kcal per mole: 15.9
Structure (SMILES): C[C@H](O)OC(N)=O
E_HOMO in eV: -10.19
DFT total energy in eV: -10857.6772
Kohn-Sham gap in eV: 11.03